[1]
Density functional theory data (ωB97M-V/def2-TZVPD) for one molecule with the formula C2H4N2OS at a distorted geometry.

Results
- E: -17997.76552 eV
- Net charge: 0
- Largest force on an atom: 4.3 eV/A
- Energy above the lowest of the compared OMol25 structures with the same formula, charge and spin: 112.85 kcal per mole
- Structure (SMILES): C=NS/C=N/O

```
10
C2H4N2OS | the OMol25 dataset | ωB97M-V/def2-TZVPD
C -0.959 0.339 0.220
C 2.052 -0.796 -0.359
H -2.174 -0.377 -2.416
H -1.931 1.032 0.437
H 1.584 -1.704 -0.077
H 2.826 -0.584 -1.160
N -0.970 -0.102 -0.951
N 1.734 0.219 0.397
O -2.190 0.175 -1.657
S 0.332 0.135 1.324
```



[2]
Density functional theory data (ωB97M-V/def2-TZVPD) for one molecule with the formula C2H4N2OS at a distorted geometry.

Results
- E: -18000.15036 eV
- Net charge: 0
- Largest force on an atom: 2.0 eV/A
- Energy above the lowest of the compared OMol25 structures with the same formula, charge and spin: 57.86 kcal per mole
- Structure (SMILES): NN(C=O)C=S

```
10
C2H4N2OS | the OMol25 dataset | ωB97M-V/def2-TZVPD
C -0.338 -0.874 0.926
C 0.883 -0.250 -1.089
H -0.193 1.844 0.795
H -1.523 1.245 0.047
H -1.061 -0.381 1.580
H 0.986 0.567 -1.778
N -0.531 1.372 -0.025
N 0.069 0.091 -0.032
O -0.001 -2.025 1.097
S 1.709 -1.587 -1.519
```



[3]
Density functional theory data (ωB97M-V/def2-TZVPD) for one molecule with the formula C2H4N2OS at a distorted geometry.

Results
- E: -17995.88485 eV
- Net charge: 0
- Largest force on an atom: 3.7 eV/A
- Spin multiplicity: 3
- Energy above the lowest of the compared OMol25 structures with the same formula, charge and spin: 59.94 kcal per mole

```
10
C2H4N2OS | the OMol25 dataset | ωB97M-V/def2-TZVPD
C 1.606 0.348 -0.033
C 0.037 0.050 -0.256
N 2.672 0.721 0.258
N -0.694 0.749 0.703
O -0.453 0.480 -1.486
S -0.141 -1.859 0.088
H -0.058 1.195 1.366
H -1.315 0.110 1.263
H -0.194 -0.142 -2.180
H -1.461 -1.653 0.277
```



[4]
Density functional theory data (ωB97M-V/def2-TZVPD) for one molecule with the formula C2H4N2OS at a distorted geometry.

Results
- E: -17995.60320 eV
- Net charge: 0
- Largest force on an atom: 4.7 eV/A
- Spin multiplicity: 3
- Energy above the lowest of the compared OMol25 structures with the same formula, charge and spin: 66.43 kcal per mole

```
10
C2H4N2OS | the OMol25 dataset | ωB97M-V/def2-TZVPD
C -0.546 0.710 -0.410
C 0.275 -1.187 0.227
N -0.767 -0.522 -0.399
N 0.473 1.241 0.296
O 2.248 -0.070 -0.902
S 1.695 0.010 0.489
H -1.442 1.378 -0.605
H -0.107 -1.612 1.213
H 0.827 -1.977 -0.316
H 0.745 2.240 0.078
```



[5]
Density functional theory data (ωB97M-V/def2-TZVPD) for C2H4N2OS as an isolated structure at a distorted geometry.

Results
- E: -17993.68964 eV
- Net charge: 0
- Largest force on an atom: 7.1 eV/A
- Spin multiplicity: 3
- Energy above the lowest of the compared OMol25 structures with the same formula, charge and spin: 110.56 kcal per mole

```
10
C2H4N2OS | the OMol25 dataset | ωB97M-V/def2-TZVPD
C -0.364 -1.450 -0.249
C -1.325 -0.866 0.459
N -0.046 0.691 -0.824
N 1.119 1.568 0.227
O 0.297 -0.558 -1.027
S -1.376 0.810 0.187
H 0.099 -2.320 -0.084
H -1.749 -1.438 1.287
H 1.255 2.465 -0.210
H 2.091 1.098 0.233
```



[6]
Density functional theory data (ωB97M-V/def2-TZVPD) for C2H4N2OS2 as an isolated structure at a distorted geometry.

Results
- E: -28829.61090 eV
- Net charge: 0
- Largest force on an atom: 7.0 eV/A
- Energy above the lowest of the compared OMol25 structures with the same formula, charge and spin: 172.31 kcal per mole

```
11
C2H4N2OS2 | the OMol25 dataset | ωB97M-V/def2-TZVPD
C -0.639 0.608 -0.772
C 0.190 -0.978 0.669
H -0.845 3.747 1.444
H -0.951 0.667 -1.821
H -0.318 -0.584 1.489
H 2.596 -1.848 -1.442
N -0.787 1.352 0.406
N 0.809 -2.072 0.965
O -0.113 -0.748 -0.747
S -1.827 2.765 0.010
S 1.886 -2.910 -0.201
```



[7]
Density functional theory data (ωB97M-V/def2-TZVPD) for one molecule with the formula C2H4N2OS2 at a distorted geometry.

Results
- E: -28831.84858 eV
- Net charge: 0
- Largest force on an atom: 6.2 eV/A
- Energy above the lowest of the compared OMol25 structures with the same formula, charge and spin: 120.71 kcal per mole
- Structure (SMILES): O/N=C\S/C=N\S

```
11
C2H4N2OS2 | the OMol25 dataset | ωB97M-V/def2-TZVPD
C 1.849 -1.026 -0.090
C -0.767 0.035 0.502
H 2.233 1.859 -0.505
H 2.448 -1.867 0.108
H -0.034 0.494 1.191
H -4.453 0.078 0.396
N 2.345 0.131 -0.181
N -2.013 0.446 0.447
O 1.558 1.063 -0.811
S 0.052 -1.036 -0.412
S -3.219 -0.178 -0.644
```



[8]
Density functional theory data (ωB97M-V/def2-TZVPD) for one molecule with the formula C2H4N2S at a distorted geometry.

Results
- E: -15952.77575 eV
- Net charge: 0
- Largest force on an atom: 4.9 eV/A
- Energy above the lowest of the compared OMol25 structures with the same formula, charge and spin: 25.53 kcal per mole
- Structure (SMILES): N#CSCN

```
9
C2H4N2S | the OMol25 dataset | ωB97M-V/def2-TZVPD
C -0.397 1.040 -1.510
C 0.012 -0.882 0.084
N 0.094 2.060 -1.682
N 0.404 0.002 1.355
S -1.226 -0.353 -1.095
H -0.165 -1.764 0.638
H 0.914 -1.208 -0.557
H 0.896 0.801 1.156
H -0.531 0.303 1.610
```